Entry 1:
Here is the ion C14H23ClNO2 with charge +1 from the Open Molecules 2025 dataset. Energies are from ωB97M-V/def2-TZVPD.

XYZ file:
```
41
Properties=species:S:1:pos:R:3:nbo_charge:R:1
C 2.014 -1.067 4.112 -0.608
C 1.715 -2.322 3.304 -0.434
C 0.818 -2.133 2.117 0.005
C 0.259 -0.909 1.779 -0.291
C -0.570 -0.783 0.674 0.340
O -1.038 0.498 0.351 -0.578
C -2.457 0.650 0.285 -0.082
C -2.776 1.687 -0.790 -0.085
O -2.249 1.217 -2.020 -0.549
C -1.536 2.118 -2.833 -0.075
C -0.125 1.549 -3.044 -0.241
N 0.522 1.278 -1.740 -0.415
C 1.116 2.485 -1.149 -0.420
C 1.522 0.205 -1.831 -0.418
C -0.858 -1.876 -0.128 -0.305
C -0.315 -3.105 0.198 -0.205
C 0.511 -3.229 1.303 -0.033
Cl 1.172 -4.782 1.669 0.036
H 2.517 -0.317 3.505 0.200
H 2.669 -1.321 4.941 0.232
H 1.103 -0.640 4.525 0.208
H 2.654 -2.759 2.952 0.231
H 1.253 -3.068 3.957 0.235
H 0.454 -0.033 2.376 0.234
H -2.832 0.987 1.257 0.205
H -2.928 -0.302 0.029 0.202
H -2.336 2.652 -0.518 0.176
H -3.862 1.806 -0.869 0.209
H -2.032 2.199 -3.807 0.218
H -1.503 3.118 -2.387 0.183
H -0.226 0.603 -3.578 0.233
H 0.489 2.229 -3.635 0.230
H -0.240 0.948 -1.072 0.499
H 0.386 3.290 -1.106 0.227
H 1.450 2.271 -0.136 0.238
H 1.968 2.813 -1.743 0.228
H 2.317 0.492 -2.518 0.226
H 1.059 -0.714 -2.184 0.238
H 1.950 0.015 -0.849 0.237
H -1.500 -1.776 -0.991 0.229
H -0.533 -3.971 -0.406 0.241
```

As for the charge: +1. As for the SMILES: CCc1cc(OCCOCC[NH+](C)C)ccc1Cl.

Entry 2:
Here is a cluster of 3 separate species, C14H23F2N4O8Si in total from the Open Molecules 2025 dataset. Energies are from ωB97M-V/def2-TZVPD.

XYZ file:
```
52
Properties=species:S:1:pos:R:3:nbo_charge:R:1
C 1.033 -2.559 1.464 -0.747
C 1.144 -1.156 1.974 0.790
O 0.558 -0.736 2.918 -0.534
O 2.008 -0.369 1.257 -0.536
C 1.393 0.724 0.592 -0.064
C 0.700 0.314 -0.733 -0.505
C -0.775 0.375 -0.587 0.413
N -1.580 1.292 -1.121 -0.248
N -2.805 1.036 -0.695 0.071
N -2.797 0.004 0.078 -0.199
Si -4.235 -0.769 1.005 1.719
C -3.627 -0.791 2.761 -1.129
C -4.522 -2.507 0.407 -1.142
C -5.641 0.392 0.735 -1.136
N -1.528 -0.435 0.155 -0.318
H 0.126 -2.997 1.873 0.234
H 0.996 -2.565 0.377 0.224
H 1.888 -3.148 1.785 0.288
H 0.687 1.225 1.254 0.200
H 2.179 1.435 0.367 0.233
H 0.959 1.028 -1.507 0.274
H 1.014 -0.683 -1.029 0.263
H -2.687 -1.340 2.830 0.242
H -4.366 -1.267 3.399 0.277
H -3.437 0.225 3.100 0.261
H -4.383 -3.190 1.240 0.265
H -5.553 -2.571 0.063 0.275
H -3.899 -2.835 -0.422 0.261
H -5.646 0.769 -0.286 0.271
H -5.495 1.257 1.379 0.264
H -6.584 -0.095 0.960 0.275
H -1.238 -1.226 0.714 0.460
C 5.127 -0.454 2.649 -0.133
C 6.017 -1.625 3.006 0.444
O 6.951 -1.624 1.949 -0.491
C 7.050 -0.349 1.464 0.965
O 7.894 0.038 0.738 -0.531
O 6.025 0.404 1.945 -0.489
F 5.332 -2.799 3.004 -0.332
H 4.328 -0.766 1.977 0.196
H 4.704 0.055 3.511 0.210
H 6.544 -1.529 3.956 0.161
C -0.257 2.425 -4.242 -0.134
C -0.706 3.805 -4.676 0.448
O -0.262 3.855 -6.014 -0.487
C -0.205 2.579 -6.499 0.966
O -0.100 2.282 -7.633 -0.526
O -0.298 1.694 -5.464 -0.494
F -0.109 4.785 -3.958 -0.323
H 0.770 2.458 -3.869 0.191
H -0.908 1.971 -3.501 0.203
H -1.786 3.960 -4.650 0.155
```

As for the charge: +1.

Entry 3:
Here is a structure of composition C14H23IrN11Si2 from the Open Molecules 2025 dataset. Energies are from ωB97M-V/def2-TZVPD.

XYZ file:
```
51
Properties=species:S:1:pos:R:3:nbo_charge:R:1
Ir 0.003 0.004 -0.014 1.067
N -2.697 1.432 1.550 -0.577
C -1.486 2.038 1.712 0.456
N -1.304 3.128 2.429 -0.392
N 0.024 3.375 2.318 -0.083
N 0.605 2.500 1.588 -0.106
N -0.338 1.610 1.172 -0.458
C -2.924 0.316 0.801 0.456
N -4.112 -0.233 0.650 -0.392
N -3.881 -1.298 -0.155 -0.083
N -2.645 -1.389 -0.470 -0.106
N -1.984 -0.360 0.130 -0.458
H -3.489 1.854 2.004 0.428
C 1.363 -0.674 3.192 -1.129
Si 1.230 -2.052 1.936 1.807
C 2.485 -3.359 2.425 -1.130
C -0.456 -2.851 2.039 -1.129
N 1.392 -1.340 0.337 -0.972
C 2.299 -1.560 -0.680 0.189
C 3.371 -2.464 -0.663 -0.257
C 4.207 -2.583 -1.756 -0.246
C 3.985 -1.796 -2.893 -0.251
C 2.930 -0.906 -2.909 -0.239
C 2.082 -0.785 -1.800 0.087
N 0.996 0.065 -1.693 -0.961
Si 0.437 1.182 -2.921 1.814
C -1.057 2.060 -2.224 -1.143
C -0.078 0.286 -4.481 -1.133
C 1.739 2.463 -3.329 -1.133
H 1.187 -1.047 4.206 0.225
H 0.630 0.105 2.989 0.247
H 2.350 -0.207 3.165 0.241
H 2.248 -3.696 3.437 0.235
H 3.506 -2.972 2.434 0.233
H 2.455 -4.231 1.768 0.233
H -0.646 -3.241 3.044 0.225
H -0.548 -3.676 1.329 0.241
H -1.239 -2.132 1.804 0.247
H 3.535 -3.068 0.219 0.205
H 5.032 -3.284 -1.735 0.199
H 4.636 -1.884 -3.754 0.199
H 2.746 -0.291 -3.783 0.198
H -1.849 1.349 -1.981 0.248
H -1.463 2.779 -2.942 0.235
H -0.799 2.607 -1.314 0.248
H -0.857 -0.444 -4.251 0.247
H 0.750 -0.249 -4.950 0.233
H -0.480 0.991 -5.214 0.229
H 2.024 3.005 -2.424 0.247
H 1.354 3.187 -4.052 0.229
H 2.645 2.020 -3.748 0.233
```

As for the charge: -1.

Entry 4:
Here is a cluster of 2 separate species, C14H24B2FN2O7S2 in total from the Open Molecules 2025 dataset. Energies are from ωB97M-V/def2-TZVPD.

XYZ file:
```
52
Properties=species:S:1:pos:R:3:nbo_charge:R:1
C 3.426 -2.846 0.598 -0.624
C 2.257 -2.567 -0.330 -0.058
O 2.492 -1.302 -0.957 -0.754
B 1.485 -0.880 -1.799 1.225
O 1.147 -1.663 -2.890 -0.927
C 0.813 0.519 -1.434 -0.176
C 1.922 1.546 -1.527 0.080
C 2.700 1.795 -0.389 -0.221
C 3.763 2.697 -0.423 -0.207
C 4.070 3.362 -1.605 -0.240
C 3.290 3.128 -2.733 -0.216
C 2.224 2.225 -2.708 -0.259
O 0.393 0.356 -0.095 -0.715
B -1.099 0.142 -0.008 0.634
C -1.675 1.251 1.046 -0.799
S -3.188 0.759 1.919 0.100
C -4.440 0.756 0.604 -0.521
C -4.732 -0.669 0.111 -0.618
O -1.534 0.350 -1.419 -0.710
C -0.511 0.930 -2.125 -0.113
S -0.828 0.505 -3.873 2.384
O -2.020 1.187 -4.268 -0.935
O 0.329 0.701 -4.692 -0.948
F -1.193 -0.999 -3.863 -0.462
H 3.740 -1.890 1.006 0.222
H 4.266 -3.233 0.030 0.195
H 3.151 -3.505 1.413 0.208
H 1.322 -2.546 0.224 0.189
H 2.201 -3.337 -1.098 0.162
H 1.948 -1.853 -3.385 0.496
H 2.446 1.266 0.514 0.240
H 4.333 2.847 0.481 0.201
H 4.902 4.047 -1.642 0.200
H 3.511 3.634 -3.662 0.201
H 1.641 2.048 -3.596 0.238
H -1.291 -0.993 0.419 -0.135
H -1.832 2.237 0.602 0.203
H -0.935 1.385 1.832 0.223
H -5.353 1.174 1.014 0.201
H -4.075 1.381 -0.202 0.226
H -5.513 -1.100 0.734 0.185
H -3.843 -1.282 0.160 0.234
H -5.121 -0.660 -0.906 0.201
H -0.667 2.013 -2.157 0.202
C -1.306 -1.756 5.398 0.773
O -0.312 -2.110 6.014 -0.683
N -2.509 -2.406 5.526 -0.858
N -1.320 -0.704 4.539 -0.843
H -3.334 -2.138 5.024 0.389
H -2.542 -3.190 6.147 0.397
H -0.462 -0.204 4.405 0.406
H -2.138 -0.412 4.029 0.408
```

As for the charge: -1.

no.,strongest force on any atom (Eh/bohr),gap between HOMO and LUMO (eV)
1,0.0179,9.41
2,0.0278,8.86
3,0.0193,7.79
4,0.0284,7.58